[1]
# C5H26NO9S

9 unconnected molecules or ions with the total composition C5H26NO9S at a distorted geometry (the ωB97M-V functional and the def2-TZVPD basis, the Open Molecules 2025 dataset).

Summary:
total charge: -1
Kohn-Sham gap: 0.260 Ha
energy relative to the best compared isomer or geometry (same formula, charge and spin): 74.6 kcal per mole

Each line ends with the Löwdin charge.
Geometry (Å):
1 C -1.8903 0.1867 0.2672  -0.246
2 N -0.5157 0.5807 0.6025  -0.067
3 C -0.1175 0.6654 1.9859  -0.394
4 C 0.8722 1.8764 2.2024  -0.633
5 S 2.5912 1.2726 2.2061  0.356
6 C 0.6829 -0.5851 2.4322  -0.304
7 O 0.5458 -1.5868 1.7241  -0.070
8 C -1.9845 -0.2668 -1.1832  -0.076
9 H -2.5078 1.0703 0.5002  0.104
10 H -2.1908 -0.6370 0.9181  0.090
11 H 0.1812 0.0566 0.0888  0.102
12 H -1.0027 0.8405 2.6232  0.145
13 H 0.6760 2.6334 1.4464  0.026
14 H 0.6121 2.1640 3.2411  0.051
15 H 1.1869 -0.7618 3.3878  0.093
16 H -2.5762 -1.1597 -1.3531  0.071
17 H -2.2352 0.5931 -1.7891  0.056
18 H -0.9755 -0.4421 -1.5402  0.048
19 H 2.7624 0.4478 -0.5279  0.001
20 H 3.9333 1.5900 -0.7566  0.042
21 O 3.2854 0.9893 -1.1219  -0.095
22 H -1.4926 -2.7832 2.0260  -0.026
23 H -1.3629 -2.5383 3.4907  0.039
24 O -1.9982 -2.8850 2.8499  -0.064
25 H 0.0479 -3.4946 -1.4886  0.016
26 H 1.3526 -3.2218 -1.1795  0.039
27 O 0.8588 -3.2870 -2.0162  -0.088
28 H -1.0094 4.0384 0.1829  0.030
29 H -1.3489 2.7207 0.9318  -0.016
30 O -1.6909 3.5920 0.6887  -0.062
31 H 1.9161 2.3133 -1.3543  0.016
32 H 0.4628 2.1377 -0.9926  0.021
33 O 1.0307 2.6002 -1.6294  -0.069
34 H -1.7223 -3.7164 0.5111  0.055
35 H -0.4412 -2.7552 0.6841  0.000
36 O -0.8269 -3.5149 0.2205  -0.059
37 H -0.2673 0.4002 -3.3863  0.007
38 H 0.0908 1.6732 -2.7668  -0.005
39 O -0.7062 1.2232 -3.1324  -0.116
40 H 2.3127 0.0223 -2.8756  0.029
41 H 1.8680 -1.4773 -2.9544  0.018
42 O 1.5932 -0.5751 -3.1635  -0.065



[2]
# C5H14S

2 unconnected molecules or ions with the total composition C5H14S at a distorted geometry (the ωB97M-V functional and the def2-TZVPD basis, the Open Molecules 2025 dataset).

Summary:
total charge: +1
Kohn-Sham gap (alpha / beta): 0.392 / 0.209 Ha
energy relative to the best compared isomer or geometry (same formula, charge and spin): 54.4 kcal per mole
spin multiplicity: 2

Each line ends with the Mulliken spin population.
Geometry (Å):
1 C 1.5035 1.1617 -3.0159  -0.001
2 C 0.3899 0.2677 -2.8132  0.013
3 H 2.0276 1.5368 -4.0333  0.000
4 H 1.3019 2.1507 -2.8668  0.000
5 H 2.3445 0.7461 -2.4117  0.000
6 H 0.1851 -0.6912 -3.2828  0.000
7 H -0.5767 0.6165 -3.3444  0.000
8 H 0.1773 0.1751 -1.7559  -0.004
9 C 0.1480 -1.2704 0.7995  -0.037
10 C 1.4326 -0.5558 0.8160  0.035
11 C -1.1774 1.1716 1.4501  -0.040
12 S -1.2967 -0.5853 1.6414  0.883
13 H -0.2559 -1.1581 -0.3147  0.085
14 H 0.3571 -2.2843 1.2123  -0.009
15 H 2.2911 -1.2120 0.9456  0.000
16 H 1.3741 0.1965 1.8013  -0.007
17 H -2.2076 1.3687 1.6340  0.008
18 H -0.6162 1.5862 2.2271  0.055
19 H -0.7797 1.5241 0.4733  0.022
20 H 1.3458 0.1599 0.0350  -0.004



[3]
# C38H34N3O4P2V

A molecular structure, C38H34N3O4P2V at a distorted geometry (the ωB97M-V functional and the def2-TZVPD basis, the Open Molecules 2025 dataset).

Summary:
total charge: +1
Kohn-Sham gap (alpha / beta): 0.254 / 0.275 Ha
energy relative to the best compared isomer or geometry (same formula, charge and spin): 82.7 kcal per mole
spin multiplicity: 2

Each line ends with the Mulliken spin population.
Geometry (Å):
1 V 0.2417 -0.0887 -0.3185  1.113
2 C -2.5965 1.6246 -2.5176  -0.001
3 C -1.6861 1.6889 -1.3239  0.001
4 O -0.9345 0.6462 -1.0884  -0.041
5 C -1.5870 2.7911 -0.5328  -0.019
6 C -0.7521 2.9927 0.6414  0.001
7 C -0.4505 4.4100 1.0089  0.000
8 N -0.2667 2.1160 1.4447  -0.008
9 N -0.2335 0.8020 1.2968  -0.032
10 C -0.6040 -0.0603 2.2696  -0.012
11 O -0.3310 -1.2614 2.1052  0.000
12 C -1.4874 0.3799 3.3786  0.003
13 C -2.2329 -0.6307 3.9905  -0.002
14 C -3.2375 -0.3262 4.8863  -0.002
15 C -3.4944 0.9959 5.2130  0.003
16 C -2.7086 2.0009 4.6719  -0.002
17 C -1.7072 1.7022 3.7659  0.004
18 H -2.0354 1.3437 -3.4118  0.000
19 H -3.0960 2.5739 -2.6836  0.000
20 H -3.3540 0.8574 -2.3458  0.001
21 H -2.1637 3.6579 -0.8256  -0.001
22 H -1.3515 5.0153 1.0757  0.000
23 H 0.1888 4.8424 0.2402  0.000
24 H 0.0908 4.4288 1.9491  0.000
25 H -2.0259 -1.6533 3.7181  0.002
26 H -3.8226 -1.1228 5.3182  0.000
27 H -4.3002 1.2452 5.8866  0.000
28 H -2.8788 3.0296 4.9534  0.000
29 H -1.0992 2.4934 3.3593  -0.001
30 O -0.8888 -2.1548 -0.5963  0.009
31 P -0.7398 -3.3490 0.2658  0.015
32 C 0.9167 -3.5192 1.1035  0.001
33 P 2.0535 -2.4315 0.1798  -0.003
34 O 1.6226 -0.9951 0.2429  -0.005
35 C 2.0525 -2.9872 -1.5416  -0.007
36 C 2.3096 -4.3223 -1.8424  0.000
37 C 2.2737 -4.7503 -3.1563  0.000
38 C 1.9885 -3.8489 -4.1693  0.000
39 C 1.7594 -2.5138 -3.8745  0.003
40 C 1.7979 -2.0752 -2.5613  0.017
41 C 3.6983 -2.5293 0.9271  -0.002
42 C 3.7970 -1.9958 2.2092  0.001
43 C 5.0292 -1.9264 2.8301  0.000
44 C 6.1610 -2.3794 2.1689  0.000
45 C 6.0587 -2.9211 0.8979  0.000
46 C 4.8265 -2.9980 0.2693  0.000
47 C -2.0116 -3.5086 1.5430  -0.001
48 C -1.9374 -4.4372 2.5741  0.001
49 C -2.9753 -4.5245 3.4854  0.001
50 C -4.0605 -3.6664 3.3949  0.000
51 C -4.1186 -2.7252 2.3796  -0.001
52 C -3.1041 -2.6583 1.4422  -0.001
53 C -0.7687 -4.8489 -0.7747  -0.001
54 C -0.5946 -6.1271 -0.2560  0.000
55 C -0.5681 -7.2215 -1.1004  0.000
56 C -0.7120 -7.0502 -2.4684  0.000
57 C -0.9064 -5.7803 -2.9865  0.000
58 C -0.9397 -4.6827 -2.1430  0.000
59 H 1.2640 -4.5516 1.0527  0.000
60 H 0.8711 -3.1933 2.1450  0.000
61 H 2.5275 -5.0280 -1.0535  0.000
62 H 2.4595 -5.7872 -3.3904  0.000
63 H 1.9473 -4.1875 -5.1927  0.000
64 H 1.5532 -1.8112 -4.6675  0.000
65 H 1.6327 -1.0181 -2.3355  -0.018
66 H 2.9057 -1.6191 2.6966  0.000
67 H 5.1103 -1.5055 3.8200  0.000
68 H 7.1259 -2.3081 2.6465  0.000
69 H 6.9437 -3.2683 0.3871  0.000
70 H 4.7444 -3.4046 -0.7289  0.000
71 H -1.0743 -5.0809 2.6748  0.000
72 H -2.9243 -5.2523 4.2810  0.000
73 H -4.8531 -3.7273 4.1245  0.000
74 H -4.9425 -2.0324 2.3318  0.000
75 H -3.1258 -1.9271 0.6440  0.000
76 H -0.4833 -6.2739 0.8076  0.000
77 H -0.4316 -8.2094 -0.6902  0.000
78 H -0.6727 -7.9072 -3.1251  0.000
79 H -1.0285 -5.6400 -4.0502  0.000
80 H -1.0877 -3.6868 -2.5417  0.000
81 N 1.9422 2.3014 -1.2914  0.069
82 C 1.4131 1.3872 -0.8489  -0.084